Computed, not measured: C2H4OS2 as an isolated structure in a non-equilibrium geometry, with the ωB97M-V functional and the def2-TZVPD basis.

The value obtained for the energy above the lowest of the compared OMol25 structures with the same formula, charge and spin is 33.94 kcal/mol. Its HOMO-LUMO gap is 9.279 eV.

ORCA input file:
```
! RIJCOSX wB97M-V def2-TZVPD def2/J DEFGRID3
* xyz 0 1
C 1.0825 -1.1075 0.3207
C -0.5754 0.6345 -0.5133
O -1.2997 1.4048 0.3067
S 1.3568 0.6131 -0.1096
S -0.7311 -1.1365 -0.1296
H 1.5591 -1.9720 -0.3531
H 1.3001 -1.3623 1.4450
H -0.7399 0.7598 -1.7075
H -1.4741 2.3832 0.1385
*
```

Computed, not measured: one molecule with the formula C2H4OS2 in a non-equilibrium geometry, with the ωB97M-V functional and the def2-TZVPD basis.

The value obtained for the energy above the lowest of the compared OMol25 structures with the same formula, charge and spin is 38.30 kcal/mol. Its HOMO-LUMO gap is 9.036 eV.

ORCA input file:
```
! RIJCOSX wB97M-V def2-TZVPD def2/J DEFGRID3
* xyz 0 1
C 0.1201 -0.8504 0.2985
C 0.3706 0.6236 0.0117
O 3.2995 1.0932 -0.5092
S 1.8727 -1.5537 -0.2119
S 2.4331 0.4495 0.4534
H 0.0482 -1.1693 1.3052
H -0.6144 -1.2744 -0.3064
H 0.4678 0.6403 -1.0782
H -0.2859 1.4393 0.4146
*
```

Computed, not measured: one molecule with the formula C2H4OS2 in a non-equilibrium geometry, with the ωB97M-V functional and the def2-TZVPD basis.

The value obtained for the energy above the lowest of the compared OMol25 structures with the same formula, charge and spin is 121.06 kcal/mol. Its SMILES is C=C=[S@H](=O)S. Its HOMO-LUMO gap is 9.022 eV.

ORCA input file:
```
! RIJCOSX wB97M-V def2-TZVPD def2/J DEFGRID3
* xyz 0 1
C 0.9710 0.1383 -0.7547
C -0.1149 -0.5710 -0.5581
S -0.5850 -1.0988 1.1133
O -0.2893 -2.5249 1.2555
S -2.5201 -0.4396 0.6049
H 1.2670 0.3865 -1.7748
H 1.5176 0.5941 -0.0606
H -0.8947 -0.7139 2.4727
H -2.2746 -0.7093 -0.7489
*
```

Computed, not measured: C2H4OSSi as an isolated structure in a non-equilibrium geometry, with the ωB97M-V functional and the def2-TZVPD basis.

The value obtained for the energy above the lowest of the compared OMol25 structures with the same formula, charge and spin is 22.62 kcal/mol. Its HOMO-LUMO gap is 8.991 eV.

ORCA input file:
```
! RIJCOSX wB97M-V def2-TZVPD def2/J DEFGRID3
* xyz 0 1
C -0.4091 0.5878 -0.0018
C 0.1499 1.5836 -0.7058
O 1.7800 -0.3620 -0.9950
Si 0.7282 -0.9527 0.0576
S 1.8199 1.3252 -1.3098
H -1.4475 0.4965 0.2440
H -0.1504 2.6241 -1.1607
H 1.4303 -1.0671 1.2922
H 0.5985 -2.1573 -0.6282
*
```

Computed, not measured: a 2-piece molecular cluster, C2H4P2 overall in a non-equilibrium geometry, with the ωB97M-V functional and the def2-TZVPD basis.

The value obtained for the energy above the lowest of the compared OMol25 structures with the same formula, charge and spin is 94.36 kcal/mol. Its HOMO-LUMO gap (alpha / beta) is 7.378 / 7.889 eV.

ORCA input file:
```
! RIJCOSX wB97M-V def2-TZVPD def2/J DEFGRID3
* xyz 0 1
C 1.6353 -0.1433 0.2240
C 1.0666 0.8877 -0.3224
P -2.2983 -0.6507 0.4508
P -2.0611 0.7554 -0.9700
H 2.6696 -0.3959 0.1722
H 1.1983 -0.8179 0.8683
H 1.4877 1.5272 -0.9473
H -3.6981 -1.1624 0.5244
*
```

Computed, not measured: a 2-piece molecular cluster, C2H4P2 overall in a non-equilibrium geometry, with the ωB97M-V functional and the def2-TZVPD basis.

The value obtained for the energy above the lowest of the compared OMol25 structures with the same formula, charge and spin is 53.37 kcal/mol. Its SMILES is C#P.C=P. Its HOMO-LUMO gap is 9.766 eV.

ORCA input file:
```
! RIJCOSX wB97M-V def2-TZVPD def2/J DEFGRID3
* xyz 0 1
C -1.9227 0.0395 0.4805
P -2.8894 -0.8984 -0.3150
H -1.2549 0.6402 0.9555
C 0.9769 -0.2025 -0.6060
P 1.9940 -0.1313 0.6787
H 0.4442 0.4840 -1.1159
H 0.8565 -1.2287 -0.8883
H 1.7954 1.2973 0.8107
*
```

Computed, not measured: one molecule with the formula C2H4P2S in a non-equilibrium geometry, with the ωB97M-V functional and the def2-TZVPD basis.

The value obtained for the energy above the lowest of the compared OMol25 structures with the same formula, charge and spin is 35.44 kcal/mol. Its HOMO-LUMO gap is 8.006 eV.

ORCA input file:
```
! RIJCOSX wB97M-V def2-TZVPD def2/J DEFGRID3
* xyz 0 1
C -0.5232 0.8273 0.2238
C 0.2824 -0.2126 0.8656
P -0.9954 -0.1221 -2.1832
P 0.6411 -1.2869 -2.1188
S 1.4943 -1.1075 -0.2266
H -1.5330 0.9500 0.5764
H -0.0173 1.7346 -0.0640
H 0.9810 0.2010 1.5958
H -0.3299 -0.9837 1.3310
*
```

Computed, not measured: a 2-piece molecular cluster, C2H4S2 overall in a non-equilibrium geometry, with the ωB97M-V functional and the def2-TZVPD basis.

The value obtained for the energy above the lowest of the compared OMol25 structures with the same formula, charge and spin is 116.94 kcal/mol. Its HOMO-LUMO gap is 6.142 eV.

ORCA input file:
```
! RIJCOSX wB97M-V def2-TZVPD def2/J DEFGRID3
* xyz 0 1
C -1.0571 -0.0678 -0.7434
C 1.5344 0.0396 0.5436
S -1.9863 -0.8675 0.3391
S -2.0949 1.1774 -0.0551
H -1.0417 -0.3081 -1.8322
H 2.0914 0.8630 0.1412
H 1.3001 -0.8723 0.0267
H 1.2541 0.0357 1.5801
*
```

Computed, not measured: one molecule with the formula C2H4S3 in a non-equilibrium geometry, with the ωB97M-V functional and the def2-TZVPD basis.

The value obtained for the energy above the lowest of the compared OMol25 structures with the same formula, charge and spin is 26.08 kcal/mol. Its SMILES is SC1(S)CS1. Its HOMO-LUMO gap is 9.735 eV.

ORCA input file:
```
! RIJCOSX wB97M-V def2-TZVPD def2/J DEFGRID3
* xyz 0 1
S -0.0072 1.4600 1.3294
C -0.3690 0.0111 0.2262
S -1.6804 0.4538 -0.9688
C 0.6405 -0.7917 -0.4482
S -0.2486 -1.7131 0.8359
H 0.3050 0.7315 2.4187
H -0.8480 1.3807 -1.7052
H 0.4500 -0.9887 -1.4283
H 1.7577 -0.5435 -0.2597
*
```

Computed, not measured: a 2-piece molecular cluster, C2H4S3 overall in a non-equilibrium geometry, with the ωB97M-V functional and the def2-TZVPD basis.

The value obtained for the energy above the lowest of the compared OMol25 structures with the same formula, charge and spin is 104.07 kcal/mol. Its HOMO-LUMO gap is 7.260 eV.

ORCA input file:
```
! RIJCOSX wB97M-V def2-TZVPD def2/J DEFGRID3
* xyz 0 1
C -0.3062 -0.6577 0.4884
C 0.6677 1.4844 -0.6000
S 0.4833 -0.6874 2.0724
S 0.9591 -2.0162 0.4250
S -2.0276 -0.9867 0.3171
H -0.2854 2.0344 -0.8578
H 1.2585 1.0178 -1.4652
H 1.3711 1.5584 0.2949
H -2.1205 -1.7470 -0.6748
*
```

Computed, not measured: one molecule with the formula C2H4S4 in a non-equilibrium geometry, with the ωB97M-V functional and the def2-TZVPD basis.

The value obtained for the energy above the lowest of the compared OMol25 structures with the same formula, charge and spin is 5.10 kcal/mol. Its SMILES is CSSC1SS1. Its HOMO-LUMO gap is 8.525 eV.

ORCA input file:
```
! RIJCOSX wB97M-V def2-TZVPD def2/J DEFGRID3
* xyz 0 1
C 1.1984 1.1561 -1.0095
S -0.5350 0.9436 -1.5405
S -0.8452 -0.9776 -1.0622
C -1.2307 -0.8946 0.9534
S -1.3103 -2.4880 1.7439
S 0.2776 -1.1819 1.8875
H 1.5577 0.1265 -0.7764
H 1.1055 1.6937 0.0212
H 1.7429 1.7802 -1.6400
H -1.9609 -0.1579 1.4225
*
```

Computed, not measured: a 2-piece molecular cluster, C2H4Si overall in a non-equilibrium geometry, with the ωB97M-V functional and the def2-TZVPD basis.

The value obtained for the energy above the lowest of the compared OMol25 structures with the same formula, charge and spin is 57.11 kcal/mol. Its HOMO-LUMO gap is 7.647 eV.

ORCA input file:
```
! RIJCOSX wB97M-V def2-TZVPD def2/J DEFGRID3
* xyz 0 1
C 0.1654 0.5838 1.8220
C -0.3458 1.6585 1.7213
Si 0.4224 -2.0565 -2.2280
H 0.6219 -0.3609 1.9040
H -0.7992 2.6031 1.6398
H -0.6325 -1.3162 -1.4947
H 0.5678 -1.1118 -3.3645
*
```

Which value of energy above the lowest of the compared OMol25 structures with the same formula, charge and spin does entry 5 give? 94.36 kcal/mol